Entry 1:
{
  "formula": "C12H15CdN6S",
  "method": "ωB97M-V/def2-TZVPD",
  "spin_multiplicity": 1,
  "fmax_ev_per_a": 10.39,
  "total_charge": 1,
  "total_energy_ha": -1360.4352,
  "e_homo_ev": [-11.16, -11.16],
  "orbital_gap_ev": [6.9, 6.9],
  "species": ["Cd", "C", "C", "N", "N", "C", "N", "S", "C", "C", "C", "C", "C", "N", "H", "H", "H", "H", "H", "H", "H", "H", "H", "C", "N", "C", "C", "N", "C", "H", "H", "H", "H", "H", "H"],
  "positions_angstrom": [[-5.94831, -4.36067, 13.67467], [-4.02698, -6.29658, 17.48303], [-4.46891, -5.43467, 16.33224], [-5.70703, -5.21500, 15.92304], [-6.76260, -5.84565, 16.63327], [-7.82095, -5.87219, 15.93414], [-8.95479, -6.24474, 16.44432], [-8.07996, -5.37817, 14.20755], [-3.44070, -4.97668, 15.50558], [-2.06907, -4.47052, 15.87905], [-1.25817, -3.87295, 15.09261], [-1.72947, -3.37062, 13.85085], [-2.97542, -3.60106, 13.46420], [-3.80314, -4.25884, 14.21988], [-3.41827, -5.63492, 18.10048], [-3.48280, -7.04774, 16.94924], [-4.86873, -6.79671, 17.94921], [-8.96370, -6.62121, 17.36191], [-9.82610, -6.29491, 15.99702], [-1.67458, -4.94797, 16.69323], [-0.20744, -3.75782, 15.36430], [-1.02058, -2.99501, 13.21234], [-3.51798, -3.52425, 12.55749], [-9.54207, -2.51946, 9.98645], [-8.19505, -2.73806, 10.36960], [-7.05005, -2.02781, 9.91824], [-6.07852, -2.55014, 10.66560], [-6.49712, -3.47447, 11.59294], [-7.81183, -3.52518, 11.38507], [-10.06439, -3.29574, 9.37442], [-9.58501, -1.66279, 9.22803], [-10.20975, -2.24972, 10.85077], [-7.21280, -1.20057, 9.24355], [-5.10544, -2.07161, 10.81153], [-8.66398, -3.88905, 11.96760]]
}


Entry 2:
{
  "formula": "C12H15ClNO9S2V",
  "method": "ωB97M-V/def2-TZVPD",
  "spin_multiplicity": 3,
  "fmax_ev_per_a": 1.58,
  "total_charge": -2,
  "s_squared": 2.39,
  "total_energy_ha": -3398.5546,
  "e_homo_ev": [-0.70, 0.28],
  "orbital_gap_ev": [5.4, 4.4],
  "species": ["V", "O", "Cl", "O", "O", "O", "C", "C", "C", "C", "C", "C", "C", "S", "O", "O", "N", "C", "C", "O", "O", "H", "H", "H", "H", "H", "H", "H", "H", "H", "C", "C", "O", "H", "H", "H", "H", "H", "H", "S", "C"],
  "positions_angstrom": [[0.50286, -0.56293, 1.15188], [-0.77167, -2.29593, -0.01489], [-0.99945, -3.03339, 1.22753], [-2.38441, -3.27220, 1.46040], [-0.40842, -2.24093, 2.30750], [-0.30180, -4.30264, 1.13604], [-1.79916, 3.01795, -4.45593], [-1.85474, 2.52314, -3.03374], [-1.60088, 1.19247, -2.72697], [-1.59265, 0.74963, -1.41353], [-1.84208, 1.64547, -0.38713], [-2.12506, 2.97380, -0.67884], [-2.13665, 3.40438, -1.99483], [-1.70833, 1.14947, 1.33311], [-2.53537, 2.13710, 2.00680], [-2.14498, -0.23715, 1.39732], [-0.20717, 1.14782, 1.85357], [0.61387, 2.26946, 1.38856], [1.11627, 1.96730, -0.04376], [1.43492, 2.88470, -0.79694], [1.14518, 0.71007, -0.32167], [-1.57376, 2.20387, -5.14514], [-1.02112, 3.77669, -4.56433], [-2.74747, 3.47054, -4.75714], [-1.37978, 0.49369, -3.52610], [-1.39242, -0.28864, -1.18553], [-2.33202, 3.65011, 0.13894], [-2.34191, 4.44629, -2.21947], [1.48679, 2.34523, 2.03843], [0.06286, 3.21426, 1.40904], [2.77552, -3.99539, 2.37441], [3.25107, -3.68049, 0.96672], [2.21956, -3.20143, 0.11624], [3.62369, -4.30692, 2.99017], [2.02919, -4.79345, 2.36162], [2.32441, -3.10996, 2.81576], [3.70526, -4.58211, 0.52476], [4.00368, -2.89184, 0.99846], [1.43639, -3.74387, 0.28493], [3.40728, -0.31706, 2.92912], [2.06250, -0.51714, 2.05465]]
}


Entry 3:
{
  "formula": "C12H15F5N2NbO2S",
  "method": "ωB97M-V/def2-TZVPD",
  "spin_multiplicity": 1,
  "fmax_ev_per_a": 6.90,
  "total_charge": -1,
  "total_energy_ha": -1680.3724,
  "e_homo_ev": -5.65,
  "orbital_gap_ev": 7.0,
  "species": ["O", "S", "O", "Nb", "C", "F", "F", "C", "F", "F", "F", "H", "H", "H", "H", "H", "N", "C", "C", "C", "C", "C", "H", "H", "H", "H", "H", "N", "C", "C", "C", "C", "C", "H", "H", "H", "H", "H"],
  "positions_angstrom": [[-3.11424, 0.20916, -4.79670], [-1.84935, 1.04995, -5.15942], [-2.39935, 2.38615, -5.78210], [-0.55748, 1.56166, -3.00654], [-0.63617, 0.14288, -6.26118], [0.69559, 0.04564, -5.55433], [-0.39027, 0.96734, -7.46757], [-1.06376, -1.42567, -6.59337], [0.17497, -2.06584, -7.17125], [-1.31610, -2.15935, -5.31115], [-2.18334, -1.54829, -7.55634], [0.91496, 2.07397, -3.98937], [-1.10554, 3.31969, -3.03951], [-2.04096, 1.19288, -1.98730], [-0.03203, -0.17011, -3.03372], [0.46411, 1.85614, -1.49987], [-1.15835, -0.49047, 0.66606], [-1.81963, -0.15169, 1.79447], [-1.67336, -0.81535, 3.00207], [-0.79889, -1.89549, 3.05777], [-0.10486, -2.26973, 1.91174], [-0.31500, -1.54210, 0.75144], [-2.49265, 0.69545, 1.69933], [-2.22813, -0.49806, 3.87775], [-0.65909, -2.44103, 3.98647], [0.58343, -3.10724, 1.92220], [0.20596, -1.79282, -0.16837], [1.36540, 1.79650, 4.41418], [1.34551, 0.53538, 3.92991], [2.09672, -0.50376, 4.45529], [2.92282, -0.23504, 5.54150], [2.96641, 1.05448, 6.06146], [2.17558, 2.02654, 5.47018], [0.68800, 0.37673, 3.08010], [2.03943, -1.49830, 4.02766], [3.52749, -1.02386, 5.97944], [3.60031, 1.29633, 6.90701], [2.17188, 3.04734, 5.84202]]
}


Entry 4:
{
  "formula": "C12H15N2O",
  "method": "ωB97M-V/def2-TZVPD",
  "spin_multiplicity": 1,
  "fmax_ev_per_a": 3.84,
  "total_charge": 1,
  "de_lowest_kj_mol": 550.4,
  "total_energy_ha": -650.5607,
  "e_homo_ev": -11.32,
  "orbital_gap_ev": 5.4,
  "species": ["C", "C", "C", "C", "C", "C", "C", "C", "C", "C", "C", "C", "N", "N", "O", "H", "H", "H", "H", "H", "H", "H", "H", "H", "H", "H", "H", "H", "H", "H"],
  "positions_angstrom": [[-0.33209, -2.32710, -2.90168], [-1.33363, -2.20500, -1.84276], [0.52283, -1.20898, -3.14801], [-1.63049, -0.92926, -1.42582], [0.14940, 0.09830, -2.84409], [-0.85207, 0.21032, -1.84240], [-1.10369, 1.32375, -1.06864], [1.81534, 0.87189, 0.35315], [-1.59590, 2.37407, -0.53280], [-1.09148, 2.99372, 0.76749], [-0.07831, -0.65026, 2.78615], [2.26467, -1.09828, 2.55996], [1.00581, 0.31358, 1.03607], [0.99679, -0.75527, 1.82429], [2.34250, 1.46954, -0.47239], [-0.10814, -3.30101, -3.30459], [-2.00657, -3.01503, -1.68259], [1.28446, -1.29386, -3.84049], [-2.52466, -0.69655, -0.94612], [0.85747, 0.88133, -3.01885], [-2.32929, 2.98924, -1.01342], [-1.92732, 2.77984, 1.52207], [-0.91469, 4.12770, 0.55677], [-0.09158, 2.69964, 1.07953], [-0.65962, -1.60635, 2.77332], [0.34282, -0.54029, 3.92751], [-0.78242, 0.16463, 2.58435], [2.32235, -0.61129, 3.47852], [2.35381, -2.26650, 2.60492], [3.10370, -0.79250, 2.03055]]
}


Entry 5:
{
  "formula": "C12H15NO",
  "method": "ωB97M-V/def2-TZVPD",
  "spin_multiplicity": 1,
  "fmax_ev_per_a": 4.59,
  "de_lowest_kj_mol": 624.8,
  "total_energy_ha": -596.0497,
  "e_homo_ev": [-6.36, -6.24],
  "orbital_gap_ev": [7.1, 6.4],
  "species": ["C", "C", "C", "C", "C", "C", "C", "C", "C", "C", "C", "C", "N", "O", "H", "H", "H", "H", "H", "H", "H", "H", "H", "H", "H", "H", "H", "H", "H"],
  "positions_angstrom": [[2.90554, 0.72490, -0.16595], [3.04423, -0.62591, -0.65202], [1.72093, 1.32446, 0.22996], [1.81917, -1.38767, -0.64833], [0.43151, 0.69644, -0.05165], [0.57140, -0.70439, -0.33977], [-1.77880, 1.43275, -0.96872], [-2.15826, 0.03450, -1.42491], [-1.65928, -1.22406, 0.52548], [-0.67901, 1.45911, 0.06098], [-0.71344, 2.42245, 1.19924], [0.15969, -2.61327, 1.05994], [-0.38358, -1.55222, 0.19794], [-2.61888, -0.70383, -0.29966], [3.79180, 1.26206, -0.08807], [3.99050, -0.82260, -1.12491], [1.75205, 2.31712, 0.49273], [1.76026, -2.53062, -0.87000], [-1.62749, 1.90083, -1.93126], [-2.56612, 1.83586, -0.52339], [-2.99999, 0.15128, -2.01884], [-1.40349, -0.49028, -1.92905], [-2.08400, -2.10837, 0.95701], [-0.32759, 3.36881, 0.85238], [0.00980, 2.18919, 2.01083], [-1.78243, 2.24561, 1.55795], [0.11339, -3.51716, 0.58325], [1.23393, -2.38709, 1.29340], [-0.52183, -2.69792, 2.01545]]
}


Entry 6:
{
  "formula": "C12H15NO5S",
  "method": "ωB97M-V/def2-TZVPD",
  "spin_multiplicity": 1,
  "fmax_ev_per_a": 16.67,
  "de_lowest_kj_mol": 1371.5,
  "total_energy_ha": -1294.9617,
  "e_homo_ev": -8.75,
  "orbital_gap_ev": 9.0,
  "species": ["C", "C", "C", "N", "S", "O", "O", "C", "C", "C", "C", "C", "C", "H", "H", "O", "C", "C", "O", "O", "C", "H", "H", "H", "H", "H", "H", "H", "H", "H", "H", "H", "H", "H"],
  "positions_angstrom": [[1.11442, 1.77956, 0.73346], [1.61903, 0.86460, 1.30760], [3.02380, 0.42863, 0.99055], [3.31026, -0.94372, 0.80955], [3.12295, -1.26701, -0.70572], [4.03360, -0.73637, -1.52516], [3.29428, -3.01393, -0.57801], [1.43601, -0.92803, -1.22075], [1.20887, 0.09147, -2.07526], [-0.17494, 0.48698, -2.15818], [-1.18307, -0.30758, -1.69488], [-0.83764, -1.23958, -0.82948], [0.40376, -1.48281, -0.39345], [0.56092, -2.57902, 0.09430], [-1.69783, -1.66221, -0.21960], [-2.37540, 0.21501, -1.69075], [-3.54522, -0.17925, -0.92172], [-3.44996, -0.09479, 0.50976], [-4.26147, -0.67842, 1.07546], [-2.64952, 0.80166, 0.79304], [-2.46019, 1.28271, 2.11694], [-1.51356, 0.55928, 2.51404], [-2.49397, 2.19028, 2.20136], [-3.33492, 0.62213, 2.75434], [-3.68823, -1.16119, -1.58332], [-4.49248, 0.34478, -1.47595], [-0.35542, 1.36073, -2.70053], [1.91803, 0.46258, -2.64639], [2.98699, -1.70376, 1.53164], [3.75402, 0.62416, 2.02731], [3.59689, 0.92971, 0.08726], [1.27571, 0.32935, 1.95052], [0.10574, 2.06998, 0.85233], [1.74853, 2.53408, 0.06968]]
}